Record 1
An isolated molecule of C18H28N2O8S2, computed with ωB97M-V/def2-TZVPD.

```
58
Properties=species:S:1:pos:R:3:forces:R:3
S 0.9053 -1.2336 0.7120 0.0 -0.4 0.0
S -0.7567 1.0971 -1.0969 0.0 0.3 -0.7
O -0.4234 -1.7082 0.4240 0.1 0.1 -0.1
O 4.4919 -2.1102 1.3014 0.1 0.1 0.0
O -1.3426 2.3254 -1.5521 -0.1 0.0 0.3
O 1.6240 -1.9047 1.7544 0.0 0.4 0.0
O 0.2411 0.4894 -1.9438 -0.2 -0.1 0.1
O 3.1994 -3.5301 0.1670 -0.3 -0.7 -0.3
O -2.2395 0.8948 1.6275 -0.3 -0.1 0.1
O -4.4514 1.0861 1.4600 -0.7 0.1 0.0
N 1.7764 -1.3671 -0.6691 -0.6 0.1 0.5
N -1.9659 0.0031 -0.9487 0.5 0.4 0.1
C -3.2460 0.8064 0.9696 0.5 0.2 0.4
C 1.3713 2.1746 2.8019 -0.1 0.0 -0.1
C 3.2203 -1.2864 -0.5886 0.6 0.1 0.5
C 0.0787 1.4455 0.4621 -0.3 0.2 -0.6
C 4.2320 1.0272 -2.5256 -0.3 0.0 0.2
C 3.7377 2.5616 -0.6092 -0.2 -0.2 -0.1
C -4.1295 -1.9774 -0.5020 -0.3 0.1 0.1
C -3.9583 -2.1413 1.0052 0.1 0.0 -0.2
C -5.3022 -2.8259 -0.9948 0.3 0.1 0.0
C 0.6862 3.1270 2.0633 0.1 -0.1 0.0
C 1.4175 0.8631 2.3586 0.0 -0.1 0.0
C -3.2575 0.4591 -0.5075 -0.6 0.4 -0.1
C 3.6944 -2.3256 0.4313 0.8 0.0 -0.1
C 0.7815 0.5016 1.1824 0.2 -0.7 0.1
C 3.4385 1.1984 -1.2318 0.2 0.0 0.1
C 0.0407 2.7598 0.8945 0.0 0.0 -0.1
C 3.7752 0.0937 -0.2238 -0.1 -0.1 -0.3
C -4.3738 -0.5182 -0.9058 0.3 -0.1 0.0
H -6.2262 -2.5153 -0.5112 -0.1 0.0 0.1
H -3.0365 -1.6769 1.3462 0.1 0.0 0.2
H 4.8596 0.0014 -0.1297 0.0 0.0 0.1
H 2.3722 1.1581 -1.4731 0.1 0.0 0.0
H -5.3031 -0.1635 -0.4564 0.0 0.0 -0.1
H 5.3013 1.0402 -2.3224 0.1 0.0 0.0
H -0.5056 3.4720 0.2968 0.0 0.1 0.0
H 4.7912 2.6352 -0.3466 0.1 0.0 0.1
H -3.2167 -2.3266 -0.9927 0.0 0.0 -0.1
H 3.3890 0.3601 0.7615 0.2 0.0 0.0
H 1.8690 2.4498 3.7190 0.0 0.0 0.1
H -5.4266 -2.7257 -2.0702 -0.1 0.0 -0.1
H -1.6137 -0.8378 -0.4888 0.0 0.0 -0.1
H -3.9031 -3.1974 1.2583 0.0 -0.1 0.1
H 1.9397 0.0947 2.9078 0.1 0.0 0.1
H 3.4392 -4.1506 0.8737 0.1 0.3 0.0
H -4.8025 -1.7056 1.5373 -0.1 0.0 0.1
H 0.6507 4.1527 2.3977 0.0 0.1 0.0
H 3.5010 3.3582 -1.3101 0.0 0.1 -0.1
H 1.3437 -0.8389 -1.4238 -0.1 -0.1 0.0
H 3.9819 0.0910 -3.0169 0.0 -0.1 -0.2
H -5.1325 -3.8750 -0.7671 0.0 -0.1 0.0
H 3.1459 2.7126 0.2913 0.0 0.1 0.1
H -3.4266 1.4146 -1.0255 -0.2 -0.2 0.2
H -4.4776 -0.4738 -1.9906 0.0 0.1 0.0
H 4.0026 1.8364 -3.2141 0.0 0.1 -0.1
H 3.6057 -1.6093 -1.5634 -0.1 0.0 0.1
H -4.3872 1.3340 2.3971 0.3 -0.1 -0.2
```
Forces are in eV/Å.

Summary:
lowest unoccupied orbital energy	0.17	eV
2S+1	1
Kohn-Sham gap	10.08	eV
E_tot	-2210.54067	hartree

These are the Löwdin partial charges, in e, on atoms 1 to 8: 0.701, 0.691, -0.277, 0.120, -0.268, -0.245, -0.298, 0.119



Record 2
The ion C18H28N3O3S with charge +1 at a distorted geometry, computed with ωB97M-V/def2-TZVPD.

```
53
Properties=species:S:1:pos:R:3:forces:R:3
S 2.9471 -2.3026 -0.0036 -0.4 0.7 0.3
O 3.3423 -2.9759 1.1798 -0.3 -0.1 0.3
O -3.6340 -1.6574 1.6198 0.0 -0.2 0.1
O 3.6047 -2.5098 -1.2426 -0.2 0.0 -0.3
N -2.8925 -1.7433 -0.5398 -0.1 -0.2 -0.4
N -5.6551 -0.1724 -0.1847 0.0 0.0 -0.2
N 3.5189 -0.5143 0.4118 -0.4 -0.9 -0.1
C -0.9319 -1.9394 0.8895 -0.1 0.0 0.2
C -5.5121 2.0700 -0.7139 0.1 -0.1 0.0
C 4.9797 -0.5871 0.6007 0.9 -0.1 0.4
C 1.2085 -2.0981 -0.1540 1.0 -0.2 0.1
C -4.9402 0.7071 -1.0863 -0.1 0.1 -0.1
C -5.2834 -1.5657 -0.1295 -0.3 0.2 0.1
C -1.5349 -1.8501 -0.3766 0.5 0.0 0.1
C 5.5479 0.7862 0.9352 -0.1 0.0 -0.4
C -0.7250 -1.8903 -1.5259 0.1 0.0 0.1
C -5.5605 1.9877 0.8127 0.0 -0.1 -0.1
C 3.1533 0.4230 -0.6565 -0.4 0.7 -0.6
C 3.6866 1.8213 -0.3555 0.3 -0.3 -0.1
C -3.8833 -1.7098 0.4399 -0.1 0.1 -0.1
C 0.4340 -2.0741 0.9969 -0.1 0.0 0.0
C 0.6417 -2.0100 -1.4176 -0.1 0.0 -0.2
C -5.8682 0.5102 1.0876 -0.2 0.0 0.5
C 5.7307 3.1847 0.1899 0.0 -0.3 -0.2
C 5.2055 1.7973 -0.1624 -0.1 0.2 0.4
H -3.2186 -1.7476 -1.4981 0.0 0.0 0.2
H -5.3645 -1.9939 -1.1323 0.0 -0.1 0.0
H 5.6724 1.4716 -1.0971 0.0 -0.1 0.0
H 5.1821 -1.3111 1.3922 -0.1 0.1 -0.1
H -1.5530 -1.9210 1.7702 0.0 0.0 0.0
H 0.9062 -2.1844 1.9598 0.0 0.0 0.2
H 6.6288 0.7011 1.0411 0.0 -0.1 0.1
H 5.4027 -0.9679 -0.3316 -0.1 0.0 0.0
H -5.9873 -2.0729 0.5346 0.2 -0.1 -0.1
H -6.9107 0.3598 1.3832 0.1 0.0 0.1
H 3.2096 2.2123 0.5465 -0.1 0.1 0.1
H -5.2270 0.1122 1.8825 -0.1 0.1 0.0
H -6.5191 2.1635 -1.1174 0.0 0.0 -0.1
H 3.5885 0.0357 -1.5809 0.0 0.0 0.1
H 3.4248 2.4830 -1.1806 -0.1 0.0 0.0
H -5.1481 0.4249 -2.1216 0.1 0.0 0.0
H -3.8464 0.7074 -0.9298 0.0 0.0 0.0
H -4.9049 2.8965 -1.0762 0.0 0.0 0.0
H 2.0650 0.4337 -0.7571 0.1 -0.1 0.0
H 5.1489 1.1327 1.8915 0.0 0.0 0.1
H 5.2868 3.5425 1.1157 -0.1 0.1 0.1
H 1.2757 -2.0561 -2.2881 0.0 0.0 -0.2
H 5.4951 3.8930 -0.5992 0.0 0.1 -0.1
H 3.0863 -0.2333 1.2946 -0.1 -0.1 0.0
H 6.8092 3.1610 0.3149 0.1 0.1 0.0
H -6.3109 2.6488 1.2383 0.0 0.0 0.1
H -1.1811 -1.8352 -2.5027 0.0 0.0 -0.1
H -4.5903 2.2570 1.2325 0.0 0.0 0.0
```
Forces are in eV/Å.

Summary:
lowest unoccupied orbital energy	-3.38	eV
2S+1	1
Kohn-Sham gap	7.18	eV
net charge	+1
E_tot	-1490.63744	hartree

These are the Löwdin partial charges, in e, on atoms 1 to 8: 0.781, -0.228, 0.093, -0.226, 0.142, -0.161, -0.125, 0.034



Record 3
A structure of composition C18H28N3Sc, computed with ωB97M-V/def2-TZVPD.

```
50
Properties=species:S:1:pos:R:3:forces:R:3
Sc -0.6184 -0.1273 -0.3908 0.0 0.4 0.4
N 1.3302 -1.2492 -0.8705 -0.1 -0.2 0.0
N -0.1183 2.1599 -0.5449 0.0 -0.1 0.0
N -0.0543 0.3554 1.7863 -0.1 0.0 0.1
C 3.5658 -1.2532 -1.7654 -0.1 0.0 0.1
C -3.3540 -1.6476 -1.2468 0.2 -0.1 -0.1
C -2.7379 -0.5767 -0.5679 0.2 0.0 0.1
C -4.7369 -1.8038 -1.2837 0.4 -0.2 -0.1
C 2.2742 -0.7753 -1.7139 -0.1 0.1 -0.2
C 3.9657 -2.3019 -0.9307 -0.7 0.2 0.0
C 2.9756 -2.8254 -0.0909 0.0 0.2 -0.1
C -0.5018 1.7651 1.9061 -0.1 0.5 -0.3
C -3.6285 0.3206 0.0673 0.4 0.1 0.1
C -5.5664 -0.8976 -0.6510 0.0 0.1 0.0
C -0.8256 -0.4488 2.7618 -0.4 -0.3 0.2
C 1.3725 0.2700 2.1748 0.4 -0.1 -0.2
C -1.2691 2.8860 -1.1382 -0.4 0.1 -0.1
C 1.7050 -2.2895 -0.0925 -0.1 -0.1 0.0
C -5.0089 0.1737 0.0243 0.3 0.2 0.1
C 5.3399 -2.8418 -0.9645 0.3 -0.2 0.0
C 0.1259 2.6624 0.8380 0.0 -0.2 0.5
C 1.0686 2.4915 -1.3675 0.2 -0.2 -0.2
H 3.1965 -3.6487 0.5707 0.0 -0.1 0.0
H 2.0165 0.7233 1.4183 -0.1 0.0 0.1
H 4.2664 -0.8077 -2.4548 0.0 0.0 -0.1
H 1.2629 3.5674 -1.3461 0.0 0.0 0.0
H 5.5821 -3.3759 -0.0502 0.1 0.0 0.0
H -0.4754 -1.4812 2.7584 0.0 0.0 -0.1
H 1.2036 2.7227 1.0086 -0.1 0.0 -0.1
H -0.2323 2.1604 2.8936 -0.1 -0.1 -0.1
H 5.4361 -3.5484 -1.7908 0.0 -0.1 -0.1
H 0.8942 2.2036 -2.4074 0.0 0.0 0.1
H -1.4499 2.5383 -2.1556 0.0 -0.1 0.0
H 1.6683 -0.7721 2.2898 -0.1 0.0 -0.1
H -1.0624 3.9607 -1.1822 0.0 -0.1 0.0
H -5.1599 -2.6374 -1.8230 0.0 -0.1 0.0
H -2.7540 -2.3860 -1.7769 0.0 0.1 0.1
H 1.9623 0.0028 -2.4044 0.1 0.0 0.1
H -5.6385 0.9026 0.5122 -0.1 0.0 0.1
H -1.5936 1.7883 1.8326 0.1 0.0 0.0
H -6.6400 -1.0098 -0.6923 0.0 -0.1 0.0
H 1.9528 1.9720 -0.9887 -0.1 0.1 0.0
H -3.2492 1.1824 0.6205 0.0 -0.1 0.0
H -0.6996 -0.0554 3.7759 0.0 0.0 -0.1
H -2.1731 2.7305 -0.5488 0.1 0.0 0.0
H -1.8904 -0.4397 2.5156 0.1 0.0 0.0
H 6.0698 -2.0543 -1.1402 0.0 0.0 0.0
H 1.5426 0.7729 3.1333 -0.1 0.0 -0.1
H 0.9388 -2.7317 0.5415 0.1 0.1 0.0
H -0.2769 3.6746 0.9528 0.1 -0.1 -0.1
```
Forces are in eV/Å.

Summary:
lowest unoccupied orbital energy	-6.78	eV
2S+1	1
Kohn-Sham gap	7.93	eV
net charge	+2
E_tot	-1627.16308	hartree

These are the Löwdin partial charges, in e, on atoms 1 to 8: 1.306, -0.067, -0.333, -0.344, 0.023, -0.126, -0.267, -0.061



Record 4
A structure of composition C18H28N4O6PSbSe4TeZn, computed with ωB97M-V/def2-TZVPD.

```
64
Properties=species:S:1:pos:R:3:forces:R:3
Te -4.8466 2.2232 0.5225 0.1 -0.1 0.0
Sb 1.4514 1.5475 -3.8608 0.0 0.0 0.0
Se 3.7075 0.6612 -3.7606 0.0 0.0 0.0
Se 0.9662 2.9412 -1.5552 0.0 0.0 0.0
Se 2.7979 3.2598 -0.1421 0.0 0.0 0.0
Se -0.2089 -0.3096 -3.1066 0.1 0.0 0.0
Zn -0.0222 0.7467 -0.8739 0.0 0.0 -0.1
P -3.5132 0.8308 -0.8786 -0.1 0.3 0.1
O 5.1701 -3.0710 1.9316 0.0 0.0 0.0
O 0.7386 -3.3713 1.1739 0.2 0.1 0.0
O 2.0134 2.2903 5.7365 0.0 0.0 0.0
O -2.1039 0.6061 -0.4310 0.0 -0.1 0.1
O -4.1735 -0.6135 -1.0768 0.0 -0.1 0.0
O -3.5786 1.3631 -2.3844 0.0 0.0 -0.1
N 1.7707 -0.2347 -0.1630 0.0 0.1 0.1
N -0.9285 -2.1410 0.2316 0.1 0.1 0.0
N 0.5441 -3.2883 -1.1129 0.1 0.2 0.1
N 0.0437 1.1232 1.2937 0.0 0.0 0.0
C 3.8166 -1.3753 -0.5418 0.0 0.0 0.1
C -0.5879 2.4769 3.1391 0.0 0.0 0.0
C 1.5560 1.4385 3.1056 0.0 0.0 0.0
C -0.8452 1.9013 1.9123 0.0 0.0 0.0
C 3.3416 -0.4491 1.6017 0.0 0.0 0.0
C 2.1555 0.0424 1.0870 0.0 0.0 0.0
C 0.6438 2.2530 3.7448 0.0 0.0 0.0
C 1.2225 0.8969 1.8700 0.0 -0.1 -0.1
C -2.8891 2.5727 -2.7339 0.0 0.0 0.0
C 1.7248 -4.0900 -1.3406 -0.1 0.0 0.0
C 5.4350 -1.7933 1.3421 0.0 0.0 0.0
C 4.1871 -1.1807 0.7760 0.0 0.0 0.0
C -2.7528 2.6138 -4.2365 0.0 0.0 0.0
C 2.5861 -0.9002 -0.9686 0.1 0.0 0.1
C -5.9372 -2.1745 -1.3684 0.0 0.0 0.0
C 0.1900 -2.9330 0.1676 -0.4 -0.3 -0.2
C -5.4830 -0.7540 -1.6202 0.0 0.0 0.0
C 0.9900 2.9716 5.0188 0.0 0.0 0.0
H -3.4621 3.4185 -2.3433 0.0 0.0 0.0
H 2.5807 -3.4931 -1.6647 0.0 0.0 0.0
H -5.2373 -2.8825 -1.8135 0.0 0.0 0.0
H 5.8674 -1.1298 2.0980 0.0 0.0 0.0
H 0.3004 -2.6119 -1.8346 0.0 -0.1 0.0
H -3.7333 2.5993 -4.7165 0.0 0.0 0.0
H -2.2263 3.5237 -4.5317 0.0 0.0 0.0
H -2.1710 1.7546 -4.5720 0.0 0.0 0.0
H -6.9262 -2.3369 -1.8024 0.0 0.0 0.0
H -5.9876 -2.3697 -0.2969 0.0 0.0 0.0
H -1.2588 -1.6513 -0.5893 0.0 0.0 0.0
H -1.9020 2.5793 -2.2661 0.0 0.0 0.0
H -5.4471 -0.5334 -2.6901 0.0 0.0 0.0
H 3.6232 -0.2545 2.6277 0.0 0.0 0.0
H 4.4638 -1.8833 -1.2443 0.0 0.0 0.0
H 6.1746 -1.9449 0.5545 0.0 0.0 0.0
H -1.7862 2.0598 1.3997 0.0 0.0 0.0
H 0.0928 3.0669 5.6391 0.0 0.0 0.0
H 2.5251 1.2711 3.5480 0.0 0.0 0.0
H 4.2162 -3.1458 2.0471 0.0 0.0 0.0
H -1.3427 3.1020 3.6001 0.0 0.0 0.0
H -1.0506 -1.6311 1.0902 0.0 0.0 0.0
H 1.9876 -4.5823 -0.4068 0.0 0.0 0.0
H 1.5241 -4.8479 -2.1009 0.0 0.0 0.0
H 2.5871 2.9432 6.1422 0.0 0.0 0.0
H 1.3189 3.9814 4.7511 0.0 0.0 0.0
H 2.2390 -1.0492 -1.9829 0.0 0.0 0.0
H -6.1521 -0.0328 -1.1409 0.0 0.0 0.0
```
Forces are in eV/Å.

Summary:
lowest unoccupied orbital energy	3.73	eV
2S+1	1
Kohn-Sham gap	5.01	eV
net charge	-2
E_tot	-13608.23423	hartree

These are the Löwdin partial charges, in e, on atoms 1 to 8: 0.207, 0.135, -0.325, -0.208, -0.239, -0.037, 0.102, 0.056



> Which of these has the lowest E_tot?

C18H28N4O6PSbSe4TeZn



> Look up the 2S+1 of the first one.

1